[1]
Formula: C22H41BN6O3SSiTi
Source: the OMol25 dataset
Level of theory: wB97M-V/def2-TZVPD

```
76
Properties=species:S:1:pos:R:3:lowdin_spin:R:1
H -4.82 0.72 0.78 0.0009
C -3.74 0.62 0.54 0.0260
C -3.68 3.05 -0.10 0.0002
N 1.00 -3.28 -3.04 0.0049
C -1.04 -2.99 -2.21 0.0034
H 0.57 -4.79 -4.46 0.0001
N 2.97 -2.42 -0.74 -0.0049
C 2.35 0.61 -3.96 0.0030
Si -0.46 1.14 1.26 0.0015
C 4.34 -4.00 -1.53 0.0099
H 2.23 4.80 2.99 0.0020
H 2.05 1.60 -3.67 0.0000
N 3.31 -3.19 -1.86 0.0051
H -0.91 4.33 3.48 -0.0003
O -1.62 1.96 0.40 0.2346
C -3.18 2.17 2.28 0.0272
H 4.80 -4.73 -2.18 0.0005
H 3.18 0.78 -6.00 0.0001
C 0.43 -0.91 3.59 -0.0006
C 3.12 -1.21 -5.02 0.0056
H -1.71 -2.41 4.36 0.0000
H -4.77 3.12 0.07 -0.0002
H -1.24 4.41 1.70 0.0031
H 0.25 -0.04 4.25 0.0000
H 1.30 -0.72 2.95 -0.0004
H -2.61 3.04 2.64 0.0034
H -1.92 -4.72 -3.29 0.0000
N 0.25 -2.52 -2.15 0.0083
H -3.51 2.79 -1.16 0.0004
C 0.18 -4.16 -3.67 -0.0006
H 0.46 -2.22 1.31 0.0005
H 3.73 -2.37 1.28 0.0001
C -2.40 0.94 -2.59 0.0024
H -3.21 4.03 0.09 0.0005
C -1.09 -4.06 -3.11 -0.0006
H -3.28 -0.16 1.16 0.0002
C -1.97 -1.55 3.73 0.0001
H -1.82 -2.50 -1.64 0.0003
H 1.84 3.06 0.42 0.0054
C 4.66 -3.78 -0.18 0.0062
C 1.08 3.77 0.76 0.0098
C 1.82 3.79 3.16 0.0297
N 2.19 -0.46 -3.12 -0.0044
H -2.13 -0.68 4.39 0.0000
N 2.69 -1.60 -3.80 0.0048
H -0.08 5.54 2.45 0.0022
H 1.48 3.73 4.20 0.0002
C -0.48 4.51 2.48 0.0535
H 0.63 -1.80 4.21 -0.0001
C -0.81 -1.25 2.78 0.0001
H -2.77 0.63 -3.58 0.0003
H 2.64 3.07 3.00 0.0013
S 1.11 0.48 0.10 0.1653
C -3.06 1.96 0.78 0.0315
B 2.55 -3.04 -3.22 0.0011
O 0.15 2.16 2.44 0.3466
C 2.94 0.17 -5.16 0.0043
Ti 1.61 -1.17 -1.39 0.9402
C 3.79 -2.80 0.29 0.0051
H 3.04 -3.86 -3.97 0.0001
H -2.89 -1.78 3.18 0.0000
H -2.80 1.28 2.80 -0.0004
H 3.46 -1.94 -5.75 0.0003
H 1.48 4.79 0.71 0.0000
O -1.24 -0.13 1.96 0.0032
C -0.47 -2.43 1.87 0.0010
H -2.31 2.04 -2.52 0.0002
H -3.07 0.54 -1.80 0.0008
H 5.41 -4.28 0.39 0.0002
H -3.68 0.33 -0.50 0.0013
H -4.25 2.30 2.55 0.0007
H -1.39 0.46 -2.39 0.0002
H -0.29 -3.32 2.51 0.0001
H -1.27 -2.67 1.16 0.0001
H 0.21 3.71 0.08 0.0024
C 0.65 3.53 2.20 0.0503
```

Computed properties:
Multiplicity: 3
Expectation value of S²: 2.0124
Charge: +2
Frontier orbital gap (alpha / beta) (eV): 7.737 / 4.435



[2]
Formula: C18H27AlN6O7P3S
Source: the OMol25 dataset
Level of theory: wB97M-V/def2-TZVPD

```
63
Properties=species:S:1:pos:R:3:mulliken_charge:R:1
H -7.14 -17.51 8.36 0.3796
N -6.52 -13.05 3.49 0.2211
O -5.56 -10.45 7.66 -0.5392
H -2.24 -12.76 2.74 0.4650
O -6.39 -12.70 7.16 -0.1515
N -7.58 -17.06 7.53 -0.0062
N -4.62 -12.42 5.08 0.5176
C -3.61 -12.12 5.86 -0.0917
S -2.09 -12.11 5.08 -0.0036
H -10.00 -14.63 5.49 0.2937
O -10.04 -10.51 5.91 -0.5416
H -9.45 -17.82 8.15 0.3683
H -7.73 -8.53 6.55 0.4306
C -9.06 -16.84 7.88 -0.7334
H -9.51 -14.22 7.16 0.4900
C -9.34 -11.60 8.55 -1.2289
O -8.13 -9.43 8.41 -0.6875
H -10.59 -9.72 5.91 0.3921
H -9.55 -12.47 7.98 0.2394
H -7.90 -18.93 6.67 0.3860
C -8.85 -13.51 2.57 -0.1195
O -7.89 -11.54 5.26 0.0822
C -9.37 -14.96 6.37 -1.5149
C -7.47 -13.31 2.51 0.2513
C -7.72 -16.33 4.56 -1.0799
H -10.61 -13.75 1.40 0.4929
H -9.43 -13.39 3.47 0.4351
H -8.25 -9.38 9.37 0.4072
C -9.70 -17.24 5.61 -0.9204
H -5.33 -9.73 8.26 0.3712
H -9.40 -13.80 -0.76 0.4459
C -7.52 -17.99 6.27 -0.6813
C -4.16 -12.64 3.77 -0.4008
N -8.32 -17.50 5.20 0.1780
H -3.76 -11.86 6.88 0.3651
C -8.19 -10.78 7.93 1.2380
Al -6.53 -12.66 5.38 -0.6456
H -8.33 -15.96 3.73 0.4695
H -6.46 -18.07 5.99 0.3841
N -9.79 -16.30 6.75 0.2270
C -9.53 -13.67 1.38 -0.8651
H -10.20 -18.19 5.89 0.3117
H -9.14 -11.84 9.57 0.5305
H -9.12 -16.19 8.78 0.3697
H -4.69 -12.98 0.92 0.2949
N -5.47 -13.07 1.58 -0.0669
O -7.91 -9.12 5.78 -0.4864
C -6.84 -15.77 7.27 -0.9759
C -8.84 -13.63 0.15 -0.5643
P -8.51 -10.45 6.18 0.4862
C -7.48 -13.39 0.06 -1.1977
H -5.75 -15.97 7.16 0.4258
H -6.71 -16.58 4.18 0.4601
H -10.25 -16.84 4.74 0.3886
C -2.83 -12.61 3.62 -0.2359
H -6.96 -15.09 8.14 0.4231
C -6.84 -13.25 1.29 0.7464
C -5.35 -12.97 2.89 0.2935
P -7.57 -14.96 5.80 1.6974
H -6.95 -13.39 -0.88 0.4755
O -6.47 -11.94 9.64 -0.8109
H -10.26 -11.00 8.53 0.4583
P -6.57 -11.55 8.24 0.6567
```

Computed properties:
Charge: +3
Frontier orbital gap (eV): 8.700



[3]
Formula: C2H3F2PS
Source: the OMol25 dataset
Level of theory: wB97M-V/def2-TZVPD

```
9
Properties=species:S:1:pos:R:3:mulliken_charge:R:1
H 0.37 -1.63 -0.61 0.3375
C 0.59 -0.58 -0.44 -0.2773
C -0.07 0.49 -0.52 -0.3289
S 3.89 1.13 -0.76 -0.2924
F 2.99 -0.43 1.80 -0.2646
F 3.27 -1.80 -0.04 -0.2799
H -1.10 0.59 -0.88 0.2581
P 2.74 -0.24 0.16 0.6827
H 0.50 1.38 -0.32 0.1646
```

Computed properties:
Energy relative to the best compared isomer or geometry (same formula, charge and spin) (kcal per mole): 47.78
SMILES string: C=CP(F)(F)=S
Frontier orbital gap (eV): 9.054



[4]
Formula: H4O2
Source: the OMol25 dataset
Level of theory: wB97M-V/def2-TZVPD

```
6
Properties=species:S:1:pos:R:3:mulliken_charge:R:1
O 0.27 -0.20 -1.21 -0.7303
H -0.04 -0.19 0.53 0.3900
H -1.25 -0.01 1.53 0.3087
H 0.13 0.73 -1.27 0.3532
H 1.18 -0.40 -1.01 0.3533
O -0.29 0.07 1.43 -0.6750
```

Computed properties:
Energy relative to the best compared isomer or geometry (same formula, charge and spin) (kcal per mole): 3.46
SMILES string: O.O
Frontier orbital gap (eV): 11.774



[5]
Formula: C4H13NO2
Source: the OMol25 dataset
Level of theory: wB97M-V/def2-TZVPD

```
20
Properties=species:S:1:pos:R:3:lowdin_spin:R:1
H 2.87 -0.17 0.56 0.0034
H 0.56 0.52 0.73 0.0023
O 0.36 0.21 2.95 -0.0006
H -0.28 0.06 -3.17 -0.0001
H 2.66 -0.57 -1.15 0.0033
C 0.09 0.26 -1.12 0.0976
O -2.82 -0.04 2.41 0.0020
C 2.17 -0.54 -0.18 0.0331
H 0.00 -0.66 2.82 0.0000
H 1.99 -1.57 0.09 0.0187
H -1.95 0.82 -1.61 0.0251
H -3.27 0.56 1.81 0.0000
N 0.98 0.26 -0.16 0.2709
C -1.15 0.85 -0.89 0.5177
H 0.53 -1.30 -2.59 0.0005
H -0.28 0.91 2.84 0.0000
C 0.46 -0.21 -2.49 0.0029
H -2.89 -0.87 1.91 0.0000
H -1.43 1.25 0.07 0.0234
H 1.39 0.24 -2.83 -0.0003
```

Computed properties:
Energy relative to the best compared isomer or geometry (same formula, charge and spin) (kcal per mole): 7.05
Multiplicity: 2
Expectation value of S²: 0.7686
Charge: +1
Frontier orbital gap (alpha / beta) (eV): 11.412 / 8.358



[6]
Formula: C13H23N3O5S
Source: the OMol25 dataset
Level of theory: wB97M-V/def2-TZVPD

```
45
Properties=species:S:1:pos:R:3:mulliken_charge:R:1
H -3.65 0.96 -0.57 0.1753
C 1.74 0.01 -2.56 -0.5280
H 1.39 0.93 -3.03 0.4085
C 3.01 -1.62 0.92 0.5100
S 1.88 -2.72 1.93 -0.1722
O -1.62 -2.19 -0.20 -0.5739
H -0.49 -2.48 2.96 0.3520
O 3.63 0.03 -1.09 -0.6104
H -4.70 -0.37 -1.10 0.2684
O -5.37 -0.30 3.04 -0.6582
H 3.48 -0.31 2.82 0.2338
H 1.55 -0.85 -3.21 0.3835
H 4.93 -1.46 2.14 0.2849
H 2.70 0.32 -4.89 0.3353
O -0.54 0.04 -0.85 -0.3585
C -0.06 -0.73 1.40 0.0520
C -0.87 -1.10 0.03 0.5452
C 4.05 -0.72 1.87 -0.8785
O -0.68 2.52 -0.42 -0.5924
C -5.50 0.24 1.94 0.8061
C 3.77 0.39 -4.69 -0.8796
H -7.24 0.84 0.86 0.3431
H -5.42 1.18 -0.59 0.3630
C 3.20 0.11 -2.24 0.7171
C -0.38 1.27 -0.04 0.5808
C -4.61 0.47 -0.41 -0.7565
H 4.47 0.16 1.21 0.2457
H 2.05 1.54 2.18 0.2754
H 5.04 0.34 -2.99 0.2601
H 2.47 -0.84 0.23 -0.5745
H 4.14 1.36 -5.04 0.2900
C -6.60 1.22 1.66 -1.2148
C 0.25 0.73 1.38 0.2385
C 0.40 -1.77 2.61 -0.6465
N -4.63 -0.05 0.94 -0.1055
H -7.22 1.35 2.56 0.2854
H 0.73 -1.18 3.57 0.3346
N 4.07 0.28 -3.28 -0.2042
H 0.58 2.39 2.55 0.3601
N 1.03 1.44 2.47 -0.5277
H 3.63 -2.33 0.19 0.3630
H 1.17 -0.13 -1.63 -0.4987
H -3.91 -0.72 1.20 0.1440
H -6.18 2.19 1.39 0.3349
H 4.29 -0.41 -5.21 0.2895
```

Computed properties:
Energy relative to the best compared isomer or geometry (same formula, charge and spin) (kcal per mole): 173.67
SMILES string: CCSCC1=C(N)C(=O)OC1=O.CNC(C)=O.CNC(C)=O
Frontier orbital gap (eV): 7.039



no.,E_tot (Eh)
1,-2978.8162
2,-3221.5324
3,-1017.2771
4,-152.8694
5,-365.1357
6,-1447.6222